No. 1
Formula: C6H15NO
Source: the OMol25 dataset
Level of theory: ωB97M-V/def2-TZVPD

Bonds (Å) are listed after each position.
CARTESIAN COORDINATES (ANGSTROEM)
1 C 2.2788 0.6240 0.0447  C2 1.633, N7 1.455, H8 1.082, H9 1.113
2 C 1.3335 0.1613 1.2933  C1 1.633, C3 1.564, H10 1.106, H11 1.081
3 C 0.1018 1.0706 1.6136  C2 1.564, C6 1.476, H12 1.128, H13 1.105
4 C -3.1389 -0.1923 -0.0986  C5 1.456, H14 1.125, H15 1.087, H16 1.068
5 C -1.8434 -0.2152 0.5653  C4 1.456, C6 1.322, H17 1.056
6 C -1.0316 0.8192 0.7016  C3 1.476, C5 1.322, H18 1.113
7 N 1.9964 -0.4085 -0.9401  C1 1.455, H19 1.036, H20 0.977
8 H 1.9045 1.5751 -0.3116  C1 1.082
9 H 3.3458 0.4421 0.3028  C1 1.113
10 H 0.9890 -0.8897 1.2772  C2 1.106
11 H 1.9346 0.2301 2.1894  C2 1.081
12 H -0.0678 0.9228 2.7185  C3 1.128
13 H 0.3403 2.1336 1.4307  C3 1.105
14 H -3.9305 -0.3762 0.6791  C4 1.125
15 H -3.4775 0.6744 -0.6611  C4 1.087
16 H -3.1845 -0.9092 -0.8895  C4 1.068
17 H -1.7091 -1.1027 1.1214  C5 1.056
18 H -1.4074 1.6217 0.0283  C6 1.113
19 H 0.9767 -0.4108 -1.1218  N7 1.036
20 H 2.3848 -1.2731 -0.7041  N7 0.977
21 H 0.6828 -0.7517 -3.0869  O23 0.923
22 H 1.0383 -2.1293 -3.3212  O23 0.901
23 O 0.4835 -1.6161 -2.8310  H21 0.923, H22 0.901

The value obtained for the energy above the lowest of the compared OMol25 structures with the same formula, charge and spin is 3.114 eV. The calculation puts the lowest unoccupied orbital energy at 1.03 eV. As for the SMILES: C/C=C/CCCN.O. As for the highest occupied orbital energy: -8.24 eV. For the HOMO-LUMO gap, the calculation gives 9.26 eV.



No. 2
Formula: C6H15NO
Source: the OMol25 dataset
Level of theory: ωB97M-V/def2-TZVPD

Bonds (Å) are listed after each position.
CARTESIAN COORDINATES (ANGSTROEM)
1 C 1.7775 0.0777 2.1958  N2 1.469, H9 1.084, H10 1.090, H11 1.091
2 N 1.0992 0.4342 0.9425  C1 1.469, C3 1.479, H12 1.011
3 C -0.3465 0.1370 0.8527  N2 1.479, C4 1.518, C7 1.533, H13 1.098
4 C -0.8182 0.6191 -0.5072  C3 1.518, C5 1.560, H14 1.085, H15 1.085
5 C -0.1458 -0.1131 -1.7096  C4 1.560, C6 1.520, H16 1.087, H17 1.094
6 C 0.1154 0.8155 -2.8843  C5 1.520, H18 1.098, H19 1.082, H20 1.091
7 C -0.6268 -1.3516 1.0861  C3 1.533, O8 1.459, H21 1.075, H22 1.084
8 O -2.0437 -1.5285 1.3878  C7 1.459, H23 0.965
9 H 1.6059 -0.9658 2.4352  C1 1.084
10 H 1.4680 0.6945 3.0396  C1 1.090
11 H 2.8469 0.1899 2.0120  C1 1.091
12 H 1.1644 1.4394 0.8605  N2 1.011
13 H -0.9172 0.6651 1.6285  C3 1.098
14 H -0.7189 1.6950 -0.6083  C4 1.085
15 H -1.8745 0.4377 -0.6756  C4 1.085
16 H -0.7018 -1.0262 -1.9038  C5 1.087
17 H 0.8443 -0.3331 -1.2991  C5 1.094
18 H -0.7487 0.9116 -3.5549  C6 1.098
19 H 0.2560 1.8313 -2.5400  C6 1.082
20 H 0.9088 0.4656 -3.5459  C6 1.091
21 H -0.4368 -1.9337 0.2029  C7 1.075
22 H -0.1710 -1.6372 2.0267  C7 1.084
23 H -2.5365 -1.5245 0.5584  O8 0.965

The value obtained for the energy above the lowest of the compared OMol25 structures with the same formula, charge and spin is 1.780 eV. The calculation puts the lowest unoccupied orbital energy at 0.99 eV. As for the SMILES: CCC[C@@H](CO)NC. As for the highest occupied orbital energy: -8.97 eV. For the HOMO-LUMO gap, the calculation gives 9.96 eV.



No. 3
Formula: C6H15NO
Source: the OMol25 dataset
Level of theory: ωB97M-V/def2-TZVPD

Bonds (Å) are listed after each position.
CARTESIAN COORDINATES (ANGSTROEM)
1 C -1.5168 0.2182 -1.9792  O2 1.405, C3 1.568, H9 1.081, H10 1.086
2 O -1.9506 0.9301 -3.1106  C1 1.405, H11 0.965
3 C -1.6357 1.1653 -0.7357  C1 1.568, C4 1.573, H12 1.091, H13 1.105
4 C -0.4629 1.1985 0.3124  C3 1.573, C5 1.536, H14 1.072, H15 1.110
5 C -0.1765 -0.2586 0.7065  C4 1.536, C6 1.546, H16 1.094, H17 1.096
6 C 0.8358 -0.4302 1.8620  C5 1.546, C7 1.513, H18 1.093, H19 1.108
7 C 2.2838 -0.6633 1.4912  C6 1.513, N8 1.486, H20 1.096, H21 1.083
8 N 2.6337 -2.1070 1.5217  C7 1.486, H22 1.011, H23 1.008
9 H -0.4882 -0.0998 -2.0709  C1 1.081
10 H -2.0460 -0.7290 -1.9413  C1 1.086
11 H -1.7481 1.8718 -3.1644  O2 0.965
12 H -2.6324 1.0386 -0.3106  C3 1.091
13 H -1.6849 2.1980 -1.1256  C3 1.105
14 H 0.2643 1.8931 -0.0592  C4 1.072
15 H -1.0347 1.7587 1.0810  C4 1.110
16 H 0.0629 -0.8108 -0.2073  C5 1.094
17 H -1.1282 -0.7317 0.9736  C5 1.096
18 H 0.5922 -1.2754 2.5102  C6 1.093
19 H 0.5463 0.4357 2.4899  C6 1.108
20 H 2.5141 -0.3586 0.4642  C7 1.096
21 H 3.0010 -0.1279 2.1003  C7 1.083
22 H 2.1813 -2.5374 0.7266  N8 1.011
23 H 2.4397 -2.6164 2.3695  N8 1.008

The value obtained for the energy above the lowest of the compared OMol25 structures with the same formula, charge and spin is 2.213 eV. The calculation puts the lowest unoccupied orbital energy at 0.93 eV. As for the SMILES: NCCCCCCO. As for the highest occupied orbital energy: -9.17 eV. For the HOMO-LUMO gap, the calculation gives 10.10 eV.